{
  "formula": "C45H58B2IKN7O5P",
  "method": "the ωB97M-V functional and the def2-TZVPD basis",
  "lumo_ev": [3.568, 3.300],
  "total_energy_ha": -3798.05147,
  "fmax_ev_per_a": 0.75,
  "homo_lumo_gap_ev": [6.5, 5.8],
  "relative_energy_kj_mol": 82.0,
  "mol_weight_g_mol": 995.60,
  "total_charge": -2,
  "homo_ha": [-0.106, -0.091],
  "species": ["K", "C", "C", "C", "C", "C", "C", "N", "N", "B", "N", "C", "C", "C", "N", "C", "C", "C", "N", "C", "C", "C", "N", "C", "C", "C", "H", "H", "H", "H", "H", "H", "H", "H", "H", "H", "H", "H", "H", "H", "H", "H", "H", "H", "H", "H", "H", "H", "H", "H", "H", "H", "H", "H", "O", "C", "O", "C", "C", "C", "C", "C", "C", "P", "C", "C", "C", "C", "C", "C", "C", "C", "C", "C", "C", "C", "H", "H", "H", "H", "H", "H", "H", "H", "H", "H", "H", "H", "H", "H", "N", "C", "O", "C", "I", "H", "H", "H", "H", "C", "C", "C", "O", "B", "O", "C", "C", "C", "H", "H", "H", "H", "H", "H", "H", "H", "H", "H", "H", "H"],
  "xyz": [[0.27260, -0.02943, 0.10794], [2.74945, -1.70143, -1.80050], [2.82195, -3.18720, -1.48032], [4.11393, -3.52254, -0.74190], [1.61531, -3.66877, -0.71555], [1.41609, -4.95365, -0.17349], [0.15962, -4.88897, 0.37953], [-0.33662, -3.65414, 0.17701], [0.55857, -2.89624, -0.50100], [-1.70706, -3.20749, 0.70641], [-1.61596, -2.42527, 2.04422], [-2.15567, -2.72916, 3.23835], [-1.85489, -1.71303, 4.12470], [-1.10314, -0.79956, 3.35760], [-0.97526, -1.25008, 2.12176], [-0.47431, 0.51061, 3.73882], [-1.52576, 1.56030, 4.09146], [0.54114, 0.34080, 4.86790], [-2.53691, -2.41180, -0.32974], [-3.87898, -2.42427, -0.32498], [-4.33247, -1.54614, -1.28271], [-3.15450, -1.01999, -1.83951], [-2.07567, -1.54619, -1.26607], [-3.03666, 0.03508, -2.89997], [-4.08567, -0.15195, -3.99672], [-3.12615, 1.43627, -2.30796], [3.61393, -1.39593, -2.39803], [1.84974, -1.44521, -2.35218], [2.75546, -1.10623, -0.88921], [2.82938, -3.73734, -2.43417], [4.17232, -3.01930, 0.22476], [4.20749, -4.59264, -0.54769], [4.98598, -3.20865, -1.31999], [2.09877, -5.78617, -0.18018], [-0.43005, -5.61821, 0.91069], [-2.33067, -4.21261, 0.97329], [-2.71125, -3.64553, 3.35941], [-2.13314, -1.64324, 5.16318], [0.06773, 0.87158, 2.85888], [-2.12314, 1.23404, 4.94911], [-1.04738, 2.50708, 4.35810], [-2.20037, 1.74410, 3.25401], [0.04913, 0.00262, 5.78532], [1.30348, -0.39272, 4.60330], [1.04277, 1.28818, 5.08155], [-4.40815, -3.06211, 0.36486], [-5.35263, -1.31111, -1.53441], [-2.04484, -0.07864, -3.34651], [-5.08765, 0.02364, -3.59663], [-3.92831, 0.56314, -4.80734], [-4.06744, -1.16290, -4.41161], [-4.09826, 1.59231, -1.83369], [-2.37977, 1.59962, -1.53304], [-2.99478, 2.19043, -3.08930], [-2.73159, 2.79636, 0.72028], [-1.51744, 2.98196, 0.60072], [-0.62676, 2.20623, 0.15938], [-0.96601, 4.35443, 1.04108], [-1.84385, 5.43603, 0.98617], [-1.42146, 6.72750, 1.24692], [-0.09288, 6.95465, 1.58395], [0.77618, 5.88108, 1.67567], [0.35737, 4.57277, 1.42483], [1.57615, 3.19187, 1.58954], [2.64077, 3.64656, 0.15746], [3.91719, 4.19609, 0.21946], [4.63256, 4.45838, -0.94197], [4.08071, 4.17962, -2.18242], [2.80339, 3.63947, -2.25360], [2.09060, 3.37175, -1.09857], [2.54165, 3.68282, 3.06102], [3.75774, 3.02369, 3.27490], [4.43440, 3.14303, 4.47839], [3.89928, 3.90390, 5.50952], [2.67967, 4.53349, 5.32287], [2.00490, 4.42104, 4.11468], [-2.86898, 5.21174, 0.71879], [-2.11964, 7.55425, 1.17989], [0.26654, 7.95942, 1.77501], [1.81051, 6.06030, 1.94845], [4.36563, 4.43167, 1.17490], [5.62790, 4.88086, -0.86796], [4.64263, 4.38017, -3.08686], [2.35848, 3.41419, -3.21580], [1.09553, 2.94335, -1.15265], [4.17503, 2.38033, 2.50920], [5.36951, 2.61112, 4.60694], [4.42275, 3.98468, 6.45450], [2.23692, 5.11132, 6.12623], [1.04407, 4.90733, 4.00138], [4.90779, 0.53032, 1.07761], [3.83887, -0.10397, 1.67694], [2.72351, -0.11341, 1.15534], [4.12042, -0.69094, 2.96891], [6.94352, -2.19893, 2.33460], [4.74371, 0.77851, 0.11300], [5.80352, 0.09553, 1.28040], [3.44734, -1.43705, 3.35926], [4.81675, -0.20822, 3.63408], [0.66427, 0.90860, -7.14188], [-0.11288, 0.25091, -6.01253], [-1.35695, -0.42431, -6.55324], [-0.55200, 1.34934, -5.13319], [0.21721, 1.26522, -4.02005], [1.05705, 0.21653, -3.93523], [0.76008, -0.66460, -5.07565], [2.09934, -1.07802, -5.66518], [0.03939, -1.88710, -4.53035], [0.01255, 1.62529, -7.64208], [0.99745, 0.17250, -7.87604], [1.53576, 1.44638, -6.77131], [-1.94359, 0.29750, -7.12280], [-1.97866, -0.81925, -5.75509], [-1.08667, -1.24468, -7.22288], [2.70756, -0.21820, -5.93634], [1.95489, -1.70369, -6.54958], [2.64362, -1.65960, -4.92167], [-0.84009, -1.63360, -3.93981], [0.70792, -2.43737, -3.86958], [-0.25896, -2.55276, -5.34302]],
  "forces_ev_per_a": [[0.31, -0.60, -0.33], [0.03, 0.07, -0.06], [-0.10, -0.02, -0.04], [0.13, -0.05, 0.09], [0.08, 0.10, -0.09], [-0.04, 0.00, 0.00], [-0.04, -0.06, 0.05], [0.06, -0.01, -0.12], [0.00, 0.00, 0.19], [-0.12, -0.08, 0.09], [0.10, 0.09, 0.02], [-0.03, -0.09, -0.03], [-0.03, -0.03, -0.02], [0.03, 0.02, 0.06], [0.08, 0.09, -0.19], [0.06, 0.03, -0.02], [-0.08, 0.03, 0.06], [0.00, -0.01, 0.04], [0.09, 0.02, -0.11], [-0.10, -0.06, 0.03], [0.00, -0.03, 0.05], [0.05, 0.05, -0.04], [-0.16, 0.09, 0.17], [0.06, -0.10, -0.10], [-0.01, -0.01, 0.01], [-0.05, 0.11, 0.05], [0.00, -0.04, -0.01], [-0.04, 0.00, 0.00], [0.07, -0.03, 0.11], [0.03, 0.01, 0.03], [-0.05, 0.06, 0.00], [-0.01, -0.01, -0.03], [0.00, -0.01, -0.01], [-0.02, -0.03, 0.01], [0.05, -0.05, -0.01], [-0.02, -0.03, 0.00], [-0.01, 0.01, 0.05], [-0.01, -0.01, 0.01], [-0.02, -0.06, 0.02], [0.00, 0.00, 0.00], [0.02, 0.01, -0.02], [0.01, -0.02, -0.03], [-0.01, 0.00, 0.00], [0.00, 0.00, -0.02], [0.00, 0.02, -0.01], [-0.03, 0.01, -0.01], [-0.02, -0.01, 0.01], [-0.02, 0.03, 0.01], [-0.01, -0.02, 0.01], [0.02, 0.02, 0.00], [0.02, -0.01, 0.00], [-0.02, 0.00, -0.02], [0.05, -0.02, 0.02], [0.00, 0.01, -0.01], [-0.02, -0.04, -0.07], [0.41, 0.38, 0.40], [-0.46, 0.32, -0.25], [-0.22, -0.04, -0.03], [-0.05, 0.01, -0.03], [-0.05, -0.05, 0.00], [0.05, -0.02, 0.01], [0.03, 0.13, -0.01], [0.15, 0.04, 0.02], [-0.37, -0.19, -0.13], [0.01, -0.02, 0.02], [-0.05, 0.04, 0.04], [0.04, 0.01, -0.01], [0.06, 0.03, 0.00], [-0.01, 0.00, -0.10], [0.03, -0.07, 0.03], [0.07, -0.07, 0.05], [0.05, 0.04, 0.07], [-0.02, -0.03, -0.06], [0.09, -0.03, 0.02], [-0.05, 0.04, 0.06], [0.00, 0.05, 0.05], [-0.01, 0.04, 0.01], [0.00, 0.00, 0.00], [-0.01, 0.00, 0.00], [-0.01, 0.01, -0.02], [0.00, -0.03, 0.07], [0.00, 0.00, -0.02], [0.00, -0.01, -0.01], [-0.01, 0.00, 0.00], [-0.03, 0.01, 0.00], [-0.01, 0.05, -0.07], [0.01, 0.03, 0.05], [-0.02, 0.01, 0.01], [0.01, 0.00, 0.00], [0.01, -0.02, 0.00], [-0.18, -0.05, 0.06], [0.36, 0.01, -0.06], [-0.10, -0.03, 0.00], [-0.31, 0.19, 0.13], [0.11, 0.00, 0.00], [0.01, 0.01, 0.00], [0.04, 0.02, -0.03], [-0.04, -0.02, -0.04], [0.18, -0.14, -0.05], [0.03, -0.01, -0.07], [-0.13, 0.12, 0.10], [0.00, -0.03, -0.12], [0.13, -0.41, -0.18], [-0.06, 0.38, 0.29], [-0.07, -0.13, -0.25], [0.18, 0.11, 0.10], [-0.06, -0.08, -0.02], [-0.07, -0.07, 0.02], [-0.01, 0.00, 0.01], [0.00, -0.01, 0.01], [0.00, 0.01, 0.05], [0.01, 0.03, 0.02], [-0.02, 0.02, 0.04], [0.02, 0.00, 0.01], [0.00, 0.02, 0.00], [-0.01, 0.00, 0.00], [0.00, 0.01, 0.02], [0.01, 0.04, -0.03], [0.02, 0.01, 0.02], [0.01, 0.00, 0.00]],
  "lowdin_charge": [0.688, -0.077, -0.366, -0.072, -0.285, -0.032, -0.100, -0.029, 0.109, -0.536, -0.035, -0.098, -0.028, -0.289, 0.064, -0.370, -0.055, -0.057, -0.029, -0.099, -0.029, -0.295, 0.127, -0.374, -0.084, -0.046, 0.085, 0.042, 0.044, 0.128, 0.062, 0.067, 0.074, 0.086, 0.104, 0.108, 0.103, 0.086, 0.090, 0.073, 0.070, 0.075, 0.072, 0.071, 0.068, 0.109, 0.087, 0.090, 0.070, 0.069, 0.075, 0.087, 0.056, 0.080, -0.005, -0.662, -0.249, -0.114, -0.033, -0.098, -0.103, -0.118, -0.284, 1.158, -0.329, -0.094, -0.103, -0.109, -0.084, -0.078, -0.369, -0.113, -0.086, -0.111, -0.104, -0.108, 0.109, 0.090, 0.091, 0.102, 0.092, 0.093, 0.090, 0.088, 0.087, 0.076, 0.103, 0.091, 0.094, 0.096, 0.129, -0.653, -0.097, 0.003, -0.428, 0.099, -0.038, 0.056, 0.017, -0.022, -0.448, -0.011, 0.091, -0.348, 0.097, -0.435, -0.007, 0.006, 0.091, 0.088, 0.092, 0.093, 0.068, 0.095, 0.085, 0.094, 0.085, 0.082, 0.084, 0.094]
}